Here is the ion C18H22Cl2NO3 with charge +1 from the OMol25 dataset. Energies are from ωB97M-V/def2-TZVPD.

Atoms and positions in Å:
C1 -3.85331 -3.98446 -0.14108
C2 -3.36656 -3.22508 1.08703
O1 -2.54553 -2.11299 0.75175
C3 -3.09852 -0.96741 0.29586
C4 -4.46310 -0.71140 0.18882
C5 -4.91678 0.51903 -0.24738
C6 -4.02596 1.51760 -0.59036
C7 -2.65911 1.28641 -0.51334
C8 -1.68600 2.35832 -0.93956
N1 -0.56242 2.45729 0.01530
C9 -0.89378 3.03736 1.32844
C10 0.41245 3.18200 2.10859
O2 1.31527 3.83559 1.24034
C11 -2.19351 0.04750 -0.07091
O3 -0.82150 -0.13467 0.07676
C12 -0.21800 -1.16439 -0.72180
C13 1.25603 -1.15462 -0.43394
C14 1.82978 -2.13737 0.36485
C15 3.18135 -2.13866 0.65260
C16 3.99240 -1.13481 0.14029
Cl1 5.67573 -1.11661 0.48725
C17 3.44922 -0.13509 -0.65566
C18 2.09372 -0.15747 -0.92753
Cl2 1.45698 1.09577 -1.93971
H1 -4.43726 -4.84332 0.17558
H2 -3.00638 -4.33612 -0.72525
H3 -4.47203 -3.35565 -0.77672
H4 -4.20386 -2.90489 1.71552
H5 -2.71205 -3.86314 1.68613
H6 -5.18194 -1.46671 0.45832
H7 -5.97765 0.69798 -0.31540
H8 -4.38799 2.47402 -0.93167
H9 -2.19505 3.32051 -1.02007
H10 -1.26581 2.10513 -1.91763
H11 -0.25073 1.45774 0.12956
H12 0.22476 3.00552 -0.35782
H13 -1.33748 4.02325 1.17266
H14 -1.60209 2.39656 1.85276
H15 0.79864 2.19196 2.38848
H16 0.23420 3.76130 3.01960
H17 2.09210 4.12857 1.72580
H18 -0.41240 -0.95666 -1.78173
H19 -0.64717 -2.13252 -0.45754
H20 1.20064 -2.91787 0.76344
H21 3.60844 -2.91321 1.26835
H22 4.07874 0.64309 -1.05715

As for the net charge: +1. Its SMILES is CCOc1cccc(C[NH2+]CCO)c1OCc1ccc(Cl)cc1Cl. The energy above the lowest of the compared OMol25 structures with the same formula, charge and spin comes out at 0.0 kJ/mol. For the LUMO energy, the calculation gives -2.17 eV. The value obtained for the HOMO energy is -11.6 eV. The value obtained for the gap between HOMO and LUMO is 9.471 eV.

Atomic partial charges in e from the Mulliken method, atoms 1 to 6:
1 C -1.101
2 C -0.563
3 O -0.473
4 C 0.682
5 C -0.507
6 C -1.184

Here is a structure of composition C18H22Cl4ErGeN2O4Se in a non-equilibrium geometry from the OMol25 dataset. Energies are from ωB97M-V/def2-TZVPD.

Atoms and positions in Å:
Er1 15.10492 8.70771 8.68354
Cl1 19.82803 3.96999 10.09456
C1 18.54879 4.81804 9.32891
C2 18.27553 4.58603 7.98273
Cl2 19.27003 3.37781 7.17858
C3 17.41446 5.38131 7.21618
Cl3 17.15155 5.05438 5.58601
C4 16.64342 6.37034 7.89484
O1 15.72354 7.16534 7.25271
C5 16.85925 6.57534 9.26139
O2 16.18398 7.54956 9.91172
C6 17.76572 5.79855 9.95920
Cl4 18.04315 6.20112 11.61004
O3 7.46401 6.67662 6.87167
C7 8.39765 7.16961 5.89290
N1 8.75570 8.60175 6.04564
C8 9.84031 9.15555 6.67663
O4 10.20117 10.27556 6.47787
C9 10.58411 8.24409 7.60073
C10 9.92504 7.42434 8.50479
C11 10.66356 6.96089 9.57287
C12 12.00832 7.31957 9.70078
N2 12.69392 8.06112 8.80045
C13 11.95801 8.50742 7.76119
H1 6.60551 6.64656 6.43661
H2 7.90593 7.16922 4.87821
H3 9.26535 6.61189 5.99562
H4 8.35711 9.18665 5.31165
H5 8.87139 7.20817 8.37929
H6 10.25402 6.30431 10.34008
H7 12.47621 6.91662 10.59488
H8 12.46615 9.02806 7.01980
C14 13.87998 12.63091 5.40261
Ge1 14.78223 11.34799 6.45625
C15 14.21423 11.41202 8.43767
C16 14.62735 9.50651 5.48110
C17 16.76442 11.57369 6.59773
Se1 17.45951 10.27084 7.80203
C18 18.28369 8.94315 6.68409
H9 12.81556 12.45980 5.33619
H10 14.14648 12.55241 4.33040
H11 14.20078 13.59598 5.71088
H12 13.60089 10.60437 8.82823
H13 13.63992 12.33342 8.72548
H14 15.20494 11.42098 9.02812
H15 13.56896 9.19643 5.47561
H16 15.03547 8.61215 5.91321
H17 15.16296 9.59931 4.50554
H18 17.04593 12.54703 6.93520
H19 17.18111 11.31305 5.53240
H20 17.65522 8.34883 6.07044
H21 18.78840 8.31826 7.46104
H22 19.05409 9.41929 6.10445

As for the expectation value of S²: 3.753. As for the net charge: +1. For the LUMO energy (alpha / beta), the calculation gives -3.33 / -3.31 eV. The value obtained for the HOMO energy (alpha / beta) is -10.3 / -10.3 eV. Its spin multiplicity is 4. The value obtained for the gap between HOMO and LUMO (alpha / beta) is 6.977 / 6.996 eV.

Atomic partial charges in e from the Mulliken method, atoms 1 to 6:
1 Er 0.757
2 Cl -0.154
3 C -0.190
4 C 0.510
5 Cl -0.190
6 C 0.023

Here is the molecule C18H22ClF2N3O4 from the OMol25 dataset. Energies are from ωB97M-V/def2-TZVPD.

Atoms and positions in Å:
C1 -4.08698 2.10192 1.42233
N1 -2.81761 1.39322 1.49899
C2 -1.65488 2.21825 1.79958
C3 -0.95588 2.77474 0.56809
C4 0.37322 3.43643 0.92668
C5 1.28210 3.54820 -0.28948
N2 1.69122 2.18879 -0.61373
C6 2.22205 1.79695 -1.79314
O1 2.47107 2.53916 -2.71975
C7 2.46372 0.32134 -1.84112
C8 2.51904 -0.60511 -0.85589
C9 2.72538 -1.85865 -1.52080
N3 2.82461 -3.10019 -1.03037
C10 2.97942 -4.03522 -1.93274
Cl1 3.10358 -5.66943 -1.34768
C11 3.04933 -3.83359 -3.32100
C12 2.94540 -2.55263 -3.82445
C13 2.77816 -1.55891 -2.87795
O2 2.62111 -0.22639 -3.08012
C14 -2.85454 0.03879 1.40510
O3 -3.91607 -0.56301 1.32942
C15 -1.55230 -0.80845 1.40603
C16 -1.16521 -1.11679 2.84880
O4 -0.43324 -0.14777 0.80644
C17 -1.87392 -2.11274 0.65289
C18 -0.65110 -2.81466 0.11788
F1 -0.96643 -4.08958 -0.23196
F2 -0.25232 -2.18234 -1.04839
H1 -4.79780 1.52076 0.84405
H2 -4.50721 2.27061 2.41746
H3 -3.92361 3.06586 0.94082
H4 -1.99307 3.02871 2.45072
H5 -0.93770 1.63764 2.37520
H6 -0.79538 1.96077 -0.13329
H7 -1.59850 3.50337 0.06474
H8 0.20310 4.42573 1.35601
H9 0.89245 2.85362 1.69594
H10 0.75830 3.98200 -1.14377
H11 2.15593 4.16999 -0.08651
H12 1.42467 1.47288 0.04337
H13 2.43285 -0.44491 0.20589
H14 3.17848 -4.68407 -3.97293
H15 2.98621 -2.34445 -4.88443
H16 -2.02949 -1.50031 3.39049
H17 -0.37564 -1.86935 2.87323
H18 -0.79725 -0.22658 3.35650
H19 -0.42540 -0.34696 -0.13895
H20 -2.40866 -2.79152 1.31431
H21 -2.53251 -1.92161 -0.19460
H22 0.22131 -2.84450 0.77209

As for the net charge: 0. Its SMILES is CN(CCCCNC(=O)c1cc2nc(Cl)ccc2o1)C(=O)[C@](C)(O)CC(F)F. The energy above the lowest of the compared OMol25 structures with the same formula, charge and spin comes out at 20.5 kJ/mol. For the LUMO energy, the calculation gives 0.01 eV. The value obtained for the HOMO energy is -9.1 eV. The value obtained for the gap between HOMO and LUMO is 9.098 eV.

Atomic partial charges in e from the Mulliken method, atoms 1 to 6:
1 C -1.115
2 N 0.251
3 C -1.164
4 C 0.062
5 C -0.917
6 C -0.791